# 1
Molecular formula: C32H69N9O11
Method: DFT, the ωB97M-V functional and the def2-TZVPD basis

XYZ file:
```
121
C32H69N9O11 the ωB97M-V functional and the def2-TZVPD basis
C 1.3909 3.0045 3.5695
C 2.1382 3.3909 2.2850
C 2.5476 2.1944 1.3956
N 1.7228 2.0988 0.1928
C 0.3849 1.5848 0.4019
C -0.5446 2.0686 -0.7705
C -1.7205 2.9034 -0.3141
O -2.5351 3.2018 -1.4631
N -3.0741 4.5362 -1.4304
O -3.7101 4.7339 -0.4779
N -0.8876 0.8794 -1.5454
C -0.3533 -0.2679 -0.9617
O -0.3089 -1.3809 -1.4759
C 0.1477 0.0558 0.4276
C -1.1309 -0.2005 1.3272
C -1.0078 -1.1654 2.5115
C -2.2329 -1.0681 3.4367
O -2.8646 -2.3296 3.5393
C 1.3068 -0.8601 0.7970
C 2.4666 -0.8077 -0.1961
C 3.7756 -0.2350 0.3553
O 2.6467 -2.1818 -0.6330
H 0.8127 2.0844 3.4221
H 2.0776 2.8197 4.3972
H 0.6796 3.7752 3.8773
H 1.5034 4.0353 1.6691
H 3.0384 3.9513 2.5476
H 3.5744 2.3257 1.0523
H 2.5061 1.2829 2.0089
H 2.2165 1.6313 -0.5607
H 0.0279 2.0521 1.3226
H 0.0770 2.7214 -1.3916
H -1.3235 3.8283 0.1194
H -2.3268 2.4016 0.4471
H -1.8418 0.7792 -1.8630
H -1.4913 0.7571 1.7127
H -1.9416 -0.5965 0.7029
H -0.9781 -2.1983 2.1566
H -0.1014 -0.9705 3.0864
H -1.9179 -0.7182 4.4300
H -2.9396 -0.3219 3.0449
H -3.8170 -2.1857 3.6447
H 1.6452 -0.6776 1.8197
H 0.9275 -1.8844 0.7653
H 2.1736 -0.2372 -1.0821
H 3.6948 0.1017 1.3897
H 4.1423 0.6017 -0.2393
H 4.5326 -1.0247 0.3485
H 3.3263 -2.1713 -1.3144
C -1.9931 -6.9600 -0.5790
C -0.8330 -6.3675 0.1932
O -0.4486 -6.8569 1.2428
N -0.2389 -5.2693 -0.3350
C -0.5473 -4.5725 -1.5718
H -2.3519 -7.8234 -0.0275
H -2.8038 -6.2382 -0.6829
H -1.6831 -7.2739 -1.5766
H 0.5202 -4.9064 0.2220
H 0.3273 -4.5771 -2.2264
H -0.7991 -3.5353 -1.3683
H -1.3704 -5.0542 -2.0906
C 6.2048 1.3158 4.5117
C 6.3196 0.6626 3.1525
O 5.8959 1.1986 2.1433
N 6.9074 -0.5618 3.0950
C 7.4545 -1.3480 4.1810
H 5.7130 2.2741 4.3776
H 5.6156 0.7028 5.1946
H 7.1876 1.4774 4.9558
H 6.9457 -0.9458 2.1640
H 8.5172 -1.5432 4.0280
H 6.9391 -2.3056 4.2700
H 7.3404 -0.8141 5.1187
C 5.6790 1.0262 -3.0514
C 4.1919 1.0044 -3.3221
O 3.3810 1.2681 -2.4436
N 3.7856 0.6700 -4.5667
C 4.6006 0.3171 -5.7137
H 5.8285 1.3053 -2.0126
H 6.1227 0.0455 -3.2271
H 6.1832 1.7496 -3.6928
H 2.7835 0.6624 -4.6772
H 4.4276 1.0100 -6.5394
H 4.3772 -0.6933 -6.0521
H 5.6517 0.3618 -5.4476
C -7.8837 -1.4541 2.8088
C -6.5087 -1.1828 3.3693
O -5.6955 -2.0830 3.5200
N -6.2043 0.0964 3.7015
C -7.0386 1.2749 3.5849
H -7.9540 -2.5168 2.6011
H -8.6603 -1.1758 3.5216
H -8.0466 -0.8971 1.8857
H -5.2757 0.2105 4.0774
H -6.5797 2.0149 2.9274
H -7.2024 1.7357 4.5600
H -8.0042 1.0054 3.1705
C -8.2937 7.8022 -2.6892
C -8.2241 8.1472 -1.2178
O -8.8854 9.0494 -0.7366
N -7.3862 7.4048 -0.4441
C -6.5314 6.3033 -0.8404
H -8.9997 8.4819 -3.1553
H -7.3196 7.9147 -3.1666
H -8.6325 6.7764 -2.8378
H -7.3832 7.6834 0.5242
H -6.8031 5.3911 -0.3052
H -5.4867 6.5276 -0.6316
H -6.6368 6.1168 -1.9042
C 3.6517 -5.1096 -3.6930
C 3.4507 -4.6850 -5.1291
O 4.0808 -3.7655 -5.6255
N 2.5286 -5.3696 -5.8534
C 1.6904 -6.4707 -5.4245
H 4.4075 -4.4646 -3.2553
H 2.7289 -5.0113 -3.1198
H 3.9901 -6.1441 -3.6298
H 2.4346 -5.0415 -6.8015
H 1.8756 -7.3614 -6.0268
H 0.6329 -6.2146 -5.5080
H 1.8985 -6.7124 -4.3875
```

Properties
**HOMO**: -8.409 eV
**LUMO**: -0.5021 eV
**Calculated total energy**: -2581.1112 a.u.

# 2
Molecular formula: C32H70Br2INO9P
Method: DFT, the ωB97M-V functional and the def2-TZVPD basis

XYZ file:
```
116
C32H70Br2INO9P the ωB97M-V functional and the def2-TZVPD basis
C -1.2997 2.3886 0.1877
C -2.0354 2.5736 -1.1565
C -3.0173 3.7562 -1.0134
C -1.1425 2.6387 -2.3987
N -0.2859 3.8524 -2.5200
C -0.7568 5.0565 -2.7646
C 0.0290 6.1691 -2.9099
Br -0.8867 7.7956 -3.2045
C 1.4101 6.0522 -2.8187
P 2.5792 7.5025 -3.0137
O 2.1003 8.4192 -1.7385
I 2.0206 8.7669 -5.0220
C 1.9112 4.7490 -2.5688
C 3.4168 4.5611 -2.5203
C 4.0256 4.5405 -1.1107
O 4.4989 3.5342 -0.6699
Br 4.0051 6.1414 0.0007
C 1.0529 3.7074 -2.4229
H -2.0194 2.6241 0.9747
H -1.0814 1.3221 0.3234
H -0.4182 3.0212 0.3285
H -2.6577 1.6755 -1.2808
H -3.7594 3.5755 -0.2344
H -2.4351 4.6314 -0.6778
H -3.4984 4.0501 -1.9551
H -1.7582 2.5587 -3.3003
H -0.4764 1.7700 -2.3924
H -1.8321 5.1657 -2.8627
H 2.8794 8.8793 -1.3981
H 3.9479 5.3272 -3.0932
H 3.6790 3.6055 -2.9871
H 1.5076 2.7197 -2.2350
C 3.2952 2.9202 3.6383
C 4.5935 2.1326 3.7247
C 5.8011 3.0566 3.7474
O 4.6896 1.2446 2.6106
H 3.2643 3.5092 2.7175
H 2.4420 2.2457 3.6133
H 3.1821 3.5958 4.4887
H 4.5878 1.5149 4.6234
H 5.8480 3.6524 2.8310
H 6.7235 2.4777 3.8006
H 5.7653 3.7348 4.6015
H 4.6974 1.7794 1.8088
C -4.5750 -2.9774 -0.9695
C -4.2079 -1.5737 -1.4163
C -3.8763 -1.5342 -2.9010
O -3.0850 -1.1044 -0.6625
H -3.7379 -3.6648 -1.1297
H -4.8022 -2.9918 0.0946
H -5.4420 -3.3513 -1.5137
H -5.0361 -0.8948 -1.2068
H -3.0180 -2.1750 -3.1218
H -3.6066 -0.5209 -3.2077
H -4.7219 -1.8668 -3.5042
H -2.3450 -1.6963 -0.8369
C 2.3504 -1.7690 -1.8527
C 2.3117 -0.8205 -3.0377
C 3.6847 -0.2364 -3.3293
O 1.3833 0.2397 -2.7648
H 2.6724 -1.2419 -0.9504
H 1.3594 -2.1708 -1.6470
H 3.0320 -2.6015 -2.0314
H 1.9428 -1.3456 -3.9192
H 4.0518 0.3345 -2.4699
H 3.6376 0.4517 -4.1762
H 4.4067 -1.0202 -3.5582
H 1.6932 0.7075 -1.9815
C 1.7539 -3.4207 3.2324
C 1.5568 -4.0717 1.8716
C 2.4033 -5.3256 1.7279
O 1.8999 -3.1421 0.8399
H 2.7966 -3.1206 3.3689
H 1.1471 -2.5173 3.3169
H 1.4799 -4.1014 4.0397
H 0.5035 -4.3221 1.7350
H 3.4672 -5.0869 1.8157
H 2.2586 -5.7743 0.7446
H 2.1493 -6.0641 2.4900
H 2.8292 -2.9126 0.9490
C 1.7226 -7.5223 -3.2894
C 2.6239 -6.4820 -2.6420
C 3.7978 -6.1305 -3.5441
O 3.1076 -6.9742 -1.3930
H 2.2732 -8.4487 -3.4739
H 0.8905 -7.7707 -2.6296
H 1.3202 -7.1630 -4.2381
H 2.0466 -5.5814 -2.4234
H 4.4143 -7.0125 -3.7367
H 4.4401 -5.3899 -3.0646
H 3.4565 -5.7302 -4.5005
H 3.6206 -7.7709 -1.5659
C -8.7227 -4.2987 1.9458
C -7.5200 -3.3707 2.0157
C -7.7277 -2.2740 3.0488
O -7.2878 -2.7858 0.7326
H -9.6193 -3.7465 1.6508
H -8.5637 -5.0749 1.1963
H -8.9104 -4.7767 2.9082
H -6.6271 -3.9460 2.2661
H -8.5929 -1.6578 2.7885
H -6.8613 -1.6116 3.0827
H -7.8861 -2.6922 4.0438
H -8.0688 -2.2737 0.4965
C -1.1178 3.1522 5.4388
C -1.3034 2.5362 4.0615
C -0.5000 1.2537 3.9181
O -0.9074 3.4802 3.0564
H -0.0689 3.4134 5.6062
H -1.6951 4.0733 5.5271
H -1.4344 2.4658 6.2252
H -2.3603 2.3238 3.8924
H 0.5644 1.4503 4.0395
H -0.6354 0.8247 2.9235
H -0.8022 0.5135 4.6601
H 0.0245 3.6866 3.1882
```

Properties
**HOMO**: -11.605 eV
**LUMO**: -4.4088 eV
**Calculated total energy**: -7780.0417 a.u.
**Total charge**: +1